(1)
{"formula": "C7H13NO2S", "method": "wB97M-V/def2-TZVPD", "homo_energy_ev": -8.52, "homo_lumo_gap_ev": 8.6, "lumo_energy_ev": 0.04, "smiles": "C[C@@](S)(C(=O)[O-])[NH+]1CCCC1", "total_charge": 0, "species": ["C", "C", "C", "C", "C", "C", "C", "N", "O", "O", "S", "H", "H", "H", "H", "H", "H", "H", "H", "H", "H", "H", "H", "H"], "coordinates": [[-1.75162, -1.06261, 0.60695], [2.18577, -0.56358, 0.35990], [2.04816, 0.72682, 1.16503], [1.06372, -0.51601, -0.61376], [0.51602, 0.95976, 1.17808], [-1.40952, -0.32891, -2.10226], [-1.26051, 0.20835, -0.32228], [0.13690, 0.52351, -0.16758], [-2.86190, -0.92678, 1.06789], [-0.92512, -1.97063, 0.72702], [-2.41358, 1.55714, 0.03442], [3.35722, -0.66208, 0.02488], [1.99803, -1.52362, 0.91687], [2.40290, 0.57882, 2.15370], [2.70790, 1.55590, 0.79572], [1.26228, -0.27219, -1.70841], [0.48432, -1.48000, -0.39835], [0.07429, 0.19238, 1.83445], [0.15831, 1.97141, 1.67907], [-2.47925, -0.09287, -2.28480], [-1.33602, -1.41803, -2.01941], [-0.73458, 0.27304, -2.61634], [0.25367, 1.39320, -0.72440], [-3.47739, 0.87697, 0.41359]], "nbo_charge": [0.759, -0.433, -0.431, -0.293, -0.256, -0.594, -0.099, -0.411, -0.696, -0.753, -0.067, 0.235, 0.241, 0.235, 0.214, 0.221, 0.326, 0.244, 0.268, 0.230, 0.235, 0.186, 0.420, 0.219]}


(2)
{"formula": "C7H13NO2S", "method": "wB97M-V/def2-TZVPD", "homo_energy_ev": -8.19, "homo_lumo_gap_ev": 8.5, "lumo_energy_ev": 0.29, "smiles": "C/C(O)=N/C(=S)CCCCO", "total_charge": 0, "species": ["C", "C", "C", "C", "C", "C", "C", "N", "O", "O", "S", "H", "H", "H", "H", "H", "H", "H", "H", "H", "H", "H", "H", "H"], "coordinates": [[2.42916, 0.26160, 0.30212], [-1.37632, -0.37881, -1.08914], [-2.14083, -0.55805, 0.22884], [-0.20690, -1.35563, -1.43318], [-1.81168, 0.59531, 1.19300], [0.74141, -1.37556, -0.25463], [3.85432, 0.65219, 0.03854], [1.84761, -0.70895, -0.33577], [1.84489, 1.17376, 1.15465], [-0.71328, 0.42613, 2.12425], [0.42740, -2.49375, 0.91851], [-2.29429, -0.58355, -1.82766], [-1.12137, 0.62524, -1.13376], [-3.19486, -0.51331, -0.08553], [-1.94855, -1.57844, 0.66431], [-0.58753, -2.31962, -1.71443], [0.21339, -0.88548, -2.35463], [-1.61382, 1.57629, 0.69239], [-2.74359, 0.97261, 1.72406], [3.87019, 1.70704, -0.28817], [4.46609, 0.45269, 1.08884], [4.35428, 0.17831, -0.80986], [-0.76998, -0.51374, 2.50986], [0.91269, 1.02323, 1.37987]], "nbo_charge": [0.642, -0.372, -0.472, -0.471, -0.074, 0.146, -0.679, -0.516, -0.685, -0.759, -0.187, 0.207, 0.197, 0.217, 0.247, 0.239, 0.221, 0.173, 0.170, 0.242, 0.247, 0.241, 0.499, 0.528]}


Winner for stability: (2)


(1)
{"formula": "C3H6N2O2S", "method": "wB97M-V/def2-TZVPD", "homo_energy_ev": [-7.74, -7.74], "homo_lumo_gap_ev": [7.4, 7.4], "lumo_energy_ev": [-0.37, -0.37], "total_charge": 0, "species": ["C", "C", "C", "N", "N", "O", "O", "S", "H", "H", "H", "H", "H", "H"], "coordinates": [[-1.29964, 0.00576, -0.42023], [-0.25995, -0.11934, -1.58208], [0.49686, 1.28433, 0.29208], [-0.62417, 0.73794, 0.67491], [1.51720, -0.82968, 1.29686], [2.65939, -1.21601, 1.49000], [0.55079, -1.19156, 1.98158], [0.95788, 1.19090, -1.37826], [-2.09522, 0.64569, -0.67169], [-1.62283, -1.09744, -0.22219], [0.13873, -1.15420, -1.51828], [-0.82208, -0.24901, -2.56212], [1.00468, 1.86842, 1.09315], [-0.60165, 0.12421, 1.52628]], "nbo_charge": [-0.233, -0.587, 0.011, -0.555, 0.272, -0.441, -0.541, 0.393, 0.205, 0.244, 0.241, 0.255, 0.262, 0.475]}


(2)
{"formula": "C3H6N2O2S", "method": "wB97M-V/def2-TZVPD", "homo_energy_ev": -9.68, "homo_lumo_gap_ev": 9.9, "lumo_energy_ev": 0.21, "smiles": "C[C@H]1CS(=O)(=O)N=N1", "total_charge": 0, "species": ["C", "C", "C", "N", "N", "O", "O", "S", "H", "H", "H", "H", "H", "H"], "coordinates": [[0.58813, -0.88307, -1.05941], [0.47959, -0.36128, 0.38646], [-0.25454, 0.92060, 0.61962], [1.90557, -0.26496, 0.91786], [2.83240, -0.49001, 0.22697], [2.78615, -2.50603, -1.29547], [2.97775, -0.32326, -2.33859], [2.44640, -1.13392, -1.32654], [0.25648, -1.90380, -1.12196], [0.17600, -0.25981, -1.90999], [-0.06911, -1.03881, 0.98544], [-0.19804, 1.77824, 0.06700], [0.10649, 0.96859, 1.64218], [-1.37114, 0.71413, 0.55549]], "nbo_charge": [-0.686, -0.136, -0.612, -0.054, -0.305, -0.912, -0.908, 2.200, 0.250, 0.259, 0.228, 0.223, 0.235, 0.217]}


(3)
{"formula": "C3H6N2O2S", "method": "wB97M-V/def2-TZVPD", "homo_energy_ev": -8.66, "homo_lumo_gap_ev": 9.3, "lumo_energy_ev": 0.60, "smiles": "[H]/N=C(\\N)OC(=S)OC", "total_charge": 0, "species": ["C", "C", "C", "H", "H", "H", "H", "H", "H", "N", "N", "O", "O", "S"], "coordinates": [[-2.17916, 1.13084, -0.13564], [-0.81544, -0.79821, -0.32419], [1.38053, -0.57999, 0.17393], [-2.17636, 1.12292, 1.06768], [-1.81556, 2.20556, -0.27449], [-3.12006, 0.77615, -0.59169], [3.35089, -0.23826, 0.08195], [2.58543, -0.70419, -1.54441], [1.77842, 0.29003, 1.78539], [2.60006, -0.57521, -0.50115], [0.90082, 0.01549, 1.22985], [-1.06292, 0.50562, -0.59666], [0.40195, -1.24330, -0.56034], [-1.82860, -1.90745, 0.18979]], "nbo_charge": [-0.271, 0.472, 0.686, 0.197, 0.207, 0.209, 0.407, 0.435, 0.340, -0.854, -0.738, -0.505, -0.520, -0.064]}


Winner for stability: (3)


(1)
{"formula": "C4H12OS", "method": "wB97M-V/def2-TZVPD", "homo_energy_ev": -9.01, "homo_lumo_gap_ev": 10.0, "lumo_energy_ev": 1.03, "smiles": "CCO.CCS", "total_charge": 0, "species": ["C", "C", "S", "H", "H", "H", "H", "H", "H", "C", "O", "C", "H", "H", "H", "H", "H", "H"], "coordinates": [[-1.81527, -3.32626, 0.15421], [-0.58918, -3.08298, 1.01623], [0.17798, -1.42977, 0.70194], [-2.43093, -4.13380, 0.56290], [-1.55284, -3.75795, -0.81185], [-2.38254, -2.41420, 0.10703], [-0.75613, -3.13797, 2.08837], [0.20410, -3.79312, 0.78713], [-0.58810, -1.17815, -0.35595], [0.84866, 3.37302, -0.28436], [2.12764, 3.78399, 0.28231], [0.95596, 2.02004, -0.96794], [0.25011, 3.21556, 0.61868], [0.44039, 4.13551, -0.94014], [2.04507, 4.74041, 0.31648], [0.77920, 1.22098, -0.28766], [0.28106, 1.89813, -1.80116], [2.00482, 1.86655, -1.18623]], "nbo_charge": [-0.626, -0.492, -0.067, 0.218, 0.217, 0.212, 0.213, 0.210, 0.115, -0.073, -0.727, -0.641, 0.166, 0.164, 0.464, 0.209, 0.211, 0.228]}


(2)
{"formula": "C4H12OS", "method": "wB97M-V/def2-TZVPD", "homo_energy_ev": -9.02, "homo_lumo_gap_ev": 9.7, "lumo_energy_ev": 0.73, "smiles": "CCO.CCS", "total_charge": 0, "species": ["C", "C", "S", "H", "H", "H", "H", "H", "H", "C", "O", "C", "H", "H", "H", "H", "H", "H"], "coordinates": [[2.88140, -0.68018, -3.47243], [2.75706, -1.56956, -2.21636], [4.41480, -1.94180, -1.53243], [3.92114, -0.57103, -3.78072], [2.55716, 0.33775, -3.23656], [2.33287, -1.09234, -4.31851], [2.18690, -1.03691, -1.46444], [2.31814, -2.52237, -2.47327], [3.97321, -2.20847, -0.30503], [-3.05331, 0.76200, 2.77601], [-1.83228, 1.18028, 3.40844], [-3.55748, 1.92758, 1.93339], [-2.83339, -0.08459, 2.13191], [-3.75861, 0.42189, 3.54462], [-1.35952, 0.39744, 3.70026], [-4.03393, 2.65878, 2.60197], [-2.67687, 2.44370, 1.53994], [-4.23727, 1.57782, 1.16321]], "nbo_charge": [-0.622, -0.504, -0.058, 0.214, 0.215, 0.215, 0.214, 0.208, 0.118, -0.059, -0.732, -0.632, 0.153, 0.159, 0.467, 0.209, 0.224, 0.212]}


(3)
{"formula": "C4H12OS", "method": "wB97M-V/def2-TZVPD", "homo_energy_ev": -9.01, "homo_lumo_gap_ev": 9.8, "lumo_energy_ev": 0.80, "smiles": "CCO.CCS", "total_charge": 0, "species": ["C", "C", "S", "H", "H", "H", "H", "H", "H", "C", "O", "C", "H", "H", "H", "H", "H", "H"], "coordinates": [[-0.66233, 2.42255, -2.13789], [0.12428, 1.97022, -0.90330], [-0.95921, 1.73624, 0.55077], [-1.49499, 1.75927, -2.35593], [0.03969, 2.55055, -2.95837], [-1.08698, 3.39920, -1.92888], [0.58010, 0.99887, -1.08816], [0.86574, 2.71904, -0.65853], [-1.90584, 1.02311, -0.05587], [0.37252, -2.19830, 1.81852], [1.34795, -1.20566, 2.23384], [0.46490, -2.34246, 0.32521], [0.59906, -3.11587, 2.34126], [-0.62184, -1.80649, 2.01365], [0.93255, -0.74321, 2.97352], [1.49273, -2.41766, 0.01308], [-0.08366, -3.23359, 0.02528], [-0.00467, -1.51581, -0.20819]], "nbo_charge": [-0.612, -0.498, -0.059, 0.206, 0.212, 0.210, 0.210, 0.222, 0.110, -0.069, -0.731, -0.621, 0.165, 0.165, 0.467, 0.215, 0.205, 0.203]}


(4)
{"formula": "C4H12OS", "method": "wB97M-V/def2-TZVPD", "homo_energy_ev": -8.63, "homo_lumo_gap_ev": 9.5, "lumo_energy_ev": 0.90, "smiles": "CCSC.CO", "total_charge": 0, "species": ["C", "O", "H", "H", "H", "H", "C", "C", "C", "S", "H", "H", "H", "H", "H", "H", "H", "H"], "coordinates": [[3.29939, 0.26104, -0.36004], [3.42571, 0.76534, -1.67922], [3.44371, 1.72390, -1.66407], [4.25806, 0.04685, 0.10095], [2.58100, 0.73287, 0.30487], [2.89323, -0.75610, -0.57344], [-1.44955, 0.02331, -0.26032], [-1.01071, 1.51691, -0.39927], [-2.37278, -2.01366, 1.34618], [-1.37271, -0.45424, 1.48413], [-2.46108, -0.06667, -0.67150], [-0.70902, -0.51672, -0.83899], [-1.72190, 2.28034, -0.72621], [-0.00079, 1.58764, -0.82540], [-3.05756, -2.08542, 0.51100], [-1.78860, -2.91788, 1.44424], [-3.09739, -1.89941, 2.15257], [-0.85902, 1.77190, 0.65452]], "nbo_charge": [-0.261, -0.720, 0.463, 0.168, 0.173, 0.178, -0.530, -0.627, -0.737, 0.168, 0.212, 0.211, 0.222, 0.212, 0.222, 0.218, 0.223, 0.207]}


Winner for stability: (3)